{
  "formula": "H22NO14",
  "method": "the ωB97M-V functional and the def2-TZVPD basis",
  "energy_ha": -1121.19146,
  "charge": -1,
  "spin_multiplicity": 1,
  "orbital_gap_ev": 10.0,
  "homo_ev": -7.3,
  "lumo_energy_ev": 2.678,
  "symbols": ["N", "O", "O", "O", "O", "H", "H", "O", "H", "H", "O", "H", "H", "O", "H", "H", "O", "H", "H", "O", "H", "H", "O", "H", "H", "O", "H", "H", "O", "H", "H", "O", "H", "H", "O", "H", "H"],
  "positions_angstrom": [[-0.277, 0.318, -0.074], [-0.806, -0.767, -0.492], [0.818, 0.315, 0.440], [-0.708, 1.372, -0.542], [0.856, -1.148, -2.797], [0.282, -0.992, -2.114], [1.181, -0.444, -3.266], [0.145, 2.897, -2.539], [0.751, 3.608, -2.217], [-0.006, 2.465, -1.563], [3.807, 0.526, -0.077], [4.063, 0.227, -1.022], [3.581, -0.460, 0.064], [-3.164, -0.969, 1.274], [-3.296, -0.020, 1.688], [-3.723, -1.498, 1.940], [-2.244, 1.130, -2.924], [-1.585, 1.126, -2.149], [-2.073, 2.094, -3.278], [-0.436, -1.482, 2.442], [-0.386, -0.827, 1.761], [0.454, -1.576, 2.684], [2.416, -0.896, 3.139], [2.263, -0.054, 2.676], [3.048, -1.543, 2.884], [0.116, -3.301, 0.246], [-0.212, -3.871, -0.516], [-0.454, -2.601, 0.152], [2.651, 1.577, 1.814], [1.907, 2.196, 2.165], [2.169, 1.298, 1.022], [-1.648, 3.211, 1.070], [-1.357, 2.309, 0.820], [-0.902, 3.724, 1.414], [-2.441, -2.721, -1.708], [-2.152, -1.922, -1.452], [-2.631, -3.312, -0.966]],
  "forces_ev_per_angstrom": [[0.7, -2.7, -4.3], [0.1, 1.3, 1.5], [0.7, -0.5, 1.8], [-1.6, 1.5, 0.5], [1.8, -4.3, -1.4], [-2.2, 1.2, 2.5], [0.5, 3.0, -1.1], [0.7, -0.1, 3.9], [-0.6, -0.5, -0.9], [0.2, 0.9, -3.3], [0.6, -4.3, -3.1], [-0.2, 1.9, 1.5], [-0.1, 2.1, 1.1], [-2.1, 1.8, 2.9], [0.6, -2.7, -1.4], [1.4, 0.9, -1.5], [1.7, 2.9, 0.3], [-1.6, -0.2, -1.4], [-0.5, -2.9, 1.0], [-2.1, -0.1, 0.3], [-0.2, 0.2, -0.5], [2.2, -0.3, 0.8], [-1.8, 0.1, 1.8], [1.2, -0.4, -0.6], [0.8, 0.2, -1.1], [1.3, -4.4, -1.5], [1.0, 0.9, 1.4], [-1.9, 3.2, 0.1], [-2.7, 2.3, 1.5], [2.1, -1.4, -0.4], [0.5, -0.2, -0.4], [-0.2, 0.2, 0.5], [0.2, 1.0, -0.1], [-0.2, -0.6, -0.2], [-1.8, -5.4, -2.0], [1.5, 4.5, 2.0], [0.2, 0.9, -0.1]],
  "mulliken_charge": [0.526, -0.192, -0.453, -0.885, -0.622, 0.317, 0.304, -0.677, 0.293, 0.400, -0.622, 0.308, 0.295, -0.553, 0.302, 0.267, -0.699, 0.403, 0.319, -0.624, 0.281, 0.382, -0.702, 0.372, 0.278, -0.604, 0.344, 0.253, -0.731, 0.315, 0.511, -0.690, 0.317, 0.286, -0.649, 0.338, 0.291]
}



{
  "formula": "H22O11",
  "method": "the ωB97M-V functional and the def2-TZVPD basis",
  "energy_ha": -840.70898,
  "charge": 0,
  "smiles": "O.O.O.O.O.O.O.O.O.O.O",
  "spin_multiplicity": 1,
  "orbital_gap_ev": 9.5,
  "homo_ev": -9.7,
  "lumo_energy_ev": -0.239,
  "symbols": ["H", "H", "H", "H", "H", "H", "H", "H", "H", "H", "H", "H", "H", "H", "H", "H", "H", "H", "H", "H", "H", "H", "O", "O", "O", "O", "O", "O", "O", "O", "O", "O", "O"],
  "positions_angstrom": [[1.274, -0.013, -0.171], [-0.119, -0.610, -0.061], [-4.306, -3.081, 1.516], [-4.237, -1.565, 1.421], [-3.205, 1.053, -1.327], [-2.454, 1.703, -0.177], [-0.083, -1.700, 1.221], [-0.773, -2.687, 2.148], [1.637, -4.647, 2.067], [1.555, -3.828, 0.790], [-1.207, 4.254, -2.539], [-1.546, 2.793, -2.298], [3.694, -0.591, -2.262], [4.441, 0.520, -1.543], [0.695, 1.982, 0.357], [-0.178, 1.037, 1.166], [1.823, -2.114, -1.307], [2.863, -1.440, -0.427], [1.374, 2.743, -2.113], [0.956, 4.108, -1.591], [-1.655, 1.669, 3.618], [-0.860, 0.378, 3.507], [0.798, -0.848, -0.237], [-4.660, -2.277, 1.913], [-2.412, 1.565, -1.129], [0.099, -2.415, 1.841], [1.040, -4.083, 1.564], [-1.647, 3.500, -2.945], [4.459, -0.011, -2.347], [-0.181, 1.907, 0.752], [2.619, -1.571, -1.350], [1.366, 3.281, -1.313], [-1.442, 0.958, 3.003]],
  "forces_ev_per_angstrom": [[-0.1, -0.1, -0.3], [-0.2, 0.4, -0.4], [-0.1, 0.0, 0.1], [-0.1, 0.0, 0.1], [0.0, 0.2, -0.2], [0.4, 0.2, 0.0], [0.0, 0.1, 0.4], [0.0, -0.1, 0.1], [0.2, -0.5, -0.2], [-0.1, 0.0, 0.1], [-0.2, 0.0, -0.1], [-0.3, -0.2, 0.2], [-0.1, -0.2, 0.0], [0.1, 0.0, -0.2], [-0.1, 0.6, -0.3], [-0.3, 0.4, 0.5], [0.2, 0.3, -0.1], [0.1, -0.2, -0.2], [0.0, 0.0, 0.0], [0.1, -0.1, 0.1], [0.0, 0.0, -0.2], [-0.1, -0.1, 0.0], [-1.6, 0.7, 0.8], [0.2, 0.0, -0.2], [-0.3, -0.5, 0.3], [-2.8, 4.4, 0.5], [2.5, -4.4, -0.3], [0.4, 0.4, -0.2], [0.4, 0.6, 0.0], [0.3, -0.4, -0.1], [1.1, -1.1, -0.4], [0.1, -0.1, -0.1], [0.0, -0.3, 0.3]],
  "mulliken_charge": [0.271, 0.314, 0.319, 0.305, 0.260, 0.329, 0.342, 0.294, 0.257, 0.284, 0.278, 0.362, 0.455, 0.259, 0.243, 0.360, 0.308, 0.336, 0.338, 0.258, 0.293, 0.311, -0.714, -0.625, -0.612, -0.561, -0.520, -0.617, -0.648, -0.527, -0.750, -0.599, -0.603]
}



{
  "formula": "H22O11",
  "method": "the ωB97M-V functional and the def2-TZVPD basis",
  "energy_ha": -840.76871,
  "charge": 0,
  "smiles": "O.O.O.O.O.O.O.O.O.O.O",
  "spin_multiplicity": 1,
  "orbital_gap_ev": 10.5,
  "homo_ev": -11.0,
  "lumo_energy_ev": -0.593,
  "symbols": ["H", "H", "H", "H", "H", "H", "H", "H", "H", "H", "H", "H", "H", "H", "H", "H", "H", "H", "H", "H", "H", "H", "O", "O", "O", "O", "O", "O", "O", "O", "O", "O", "O"],
  "positions_angstrom": [[0.189, 0.139, 1.167], [-0.098, -0.816, 0.020], [-2.733, -1.514, -1.938], [-3.173, -1.321, -3.380], [-1.362, 2.245, -1.684], [-1.502, 3.634, -2.286], [-2.840, -1.482, 1.275], [-3.551, -0.428, 2.108], [2.480, -0.776, -2.699], [3.504, -1.211, -1.663], [4.127, 0.729, 0.122], [5.558, 1.067, 0.507], [-1.966, 0.922, 2.103], [-2.122, 1.095, 3.605], [-0.050, -3.885, 2.616], [-1.424, -3.590, 3.196], [2.345, 2.154, 3.284], [2.213, 3.330, 2.330], [1.028, 2.220, -2.900], [0.357, 0.856, -2.886], [-0.197, -2.056, -1.075], [-1.300, -2.264, -2.099], [-0.129, 0.117, 0.257], [-3.374, -1.040, -2.480], [-1.979, 2.982, -1.760], [-2.766, -0.988, 2.099], [3.429, -0.868, -2.561], [4.853, 0.433, 0.683], [-2.011, 1.597, 2.790], [-0.486, -3.427, 3.344], [2.574, 2.438, 2.392], [1.224, 1.278, -2.856], [-0.818, -1.573, -1.632]],
  "forces_ev_per_angstrom": [[0.1, 0.2, 0.0], [-0.2, 0.7, 0.3], [-0.4, 0.6, 0.2], [-0.2, 0.1, 0.0], [-0.1, -0.1, 0.2], [-0.1, 0.0, 0.1], [0.0, 0.1, 0.0], [-0.1, 0.0, 0.0], [0.1, 0.3, -0.1], [0.2, 0.0, -0.1], [0.0, 0.1, 0.1], [-0.1, -0.1, 0.0], [0.1, -0.1, 0.0], [0.1, 0.0, -0.1], [0.0, 0.0, 0.2], [0.0, 0.1, 0.1], [0.0, 0.0, -0.1], [0.0, -0.1, 0.0], [0.2, -0.1, 0.0], [0.0, -0.1, 0.1], [0.1, -0.3, -0.3], [0.5, -0.2, -0.2], [0.2, -0.2, 0.3], [-0.1, -0.3, -0.2], [0.2, 0.0, -0.2], [-0.2, -0.3, -0.2], [-0.1, -0.3, 0.2], [0.1, 0.0, -0.2], [0.0, 0.2, 0.2], [0.0, -0.1, -0.3], [-0.1, 0.1, 0.1], [-0.3, 0.0, -0.1], [0.1, -0.5, -0.2]],
  "mulliken_charge": [0.309, 0.214, 0.289, 0.329, 0.297, 0.307, 0.298, 0.340, 0.305, 0.298, 0.303, 0.314, 0.359, 0.318, 0.306, 0.309, 0.307, 0.315, 0.269, 0.285, 0.270, 0.278, -0.460, -0.599, -0.614, -0.669, -0.606, -0.623, -0.643, -0.620, -0.613, -0.567, -0.605]
}



{
  "formula": "H22O11",
  "method": "the ωB97M-V functional and the def2-TZVPD basis",
  "energy_ha": -840.78358,
  "charge": 0,
  "smiles": "O.O.O.O.O.O.O.O.O.O.O",
  "spin_multiplicity": 1,
  "orbital_gap_ev": 11.0,
  "homo_ev": -11.2,
  "lumo_energy_ev": -0.159,
  "symbols": ["O", "H", "H", "O", "H", "H", "O", "H", "H", "O", "H", "H", "O", "H", "H", "O", "H", "H", "O", "H", "H", "O", "H", "H", "O", "H", "H", "O", "H", "H", "O", "H", "H"],
  "positions_angstrom": [[-25.957, -3.160, -18.256], [-25.082, -3.332, -18.606], [-26.377, -4.020, -18.228], [-32.410, -4.545, -17.008], [-31.607, -5.021, -17.221], [-33.046, -5.228, -16.798], [-21.498, -2.580, -19.655], [-21.146, -3.470, -19.659], [-20.901, -2.089, -19.091], [-28.538, -7.287, -18.254], [-27.911, -7.391, -17.539], [-28.270, -7.937, -18.904], [-29.463, -0.704, -17.684], [-28.689, -1.266, -17.707], [-30.109, -1.206, -17.186], [-22.799, -7.307, -18.720], [-22.753, -6.999, -17.815], [-23.330, -8.102, -18.676], [-22.775, -6.059, -23.443], [-22.857, -6.140, -22.493], [-21.846, -6.206, -23.617], [-25.658, -8.118, -14.866], [-25.765, -7.704, -14.010], [-25.719, -9.057, -14.687], [-29.630, -0.651, -22.501], [-29.246, -0.646, -21.625], [-29.074, -0.062, -23.011], [-25.642, 1.844, -15.761], [-26.004, 1.066, -16.186], [-26.272, 2.056, -15.072], [-22.527, 0.599, -22.939], [-22.568, -0.127, -22.316], [-22.664, 0.191, -23.793]],
  "forces_ev_per_angstrom": [[-0.2, 0.2, 0.1], [0.3, 0.0, -0.1], [-0.2, -0.2, 0.0], [0.0, 0.3, 0.0], [0.2, -0.1, -0.1], [-0.2, -0.1, 0.0], [-0.2, 0.1, -0.1], [0.1, -0.3, 0.0], [0.1, 0.2, 0.1], [-0.2, 0.2, 0.0], [0.2, 0.0, 0.3], [0.0, -0.1, -0.2], [0.0, 0.2, -0.1], [0.3, -0.2, -0.1], [-0.2, -0.1, 0.1], [0.1, 0.1, -0.2], [0.0, 0.1, 0.3], [-0.1, -0.2, 0.0], [-0.2, 0.0, -0.2], [-0.1, 0.0, 0.3], [0.2, 0.0, -0.1], [0.0, 0.1, -0.3], [0.0, 0.2, 0.2], [0.0, -0.3, 0.0], [-0.2, -0.1, -0.1], [0.0, 0.0, 0.3], [0.1, 0.1, -0.2], [0.2, 0.1, 0.0], [-0.1, -0.2, -0.2], [-0.2, 0.1, 0.2], [0.0, 0.2, 0.0], [0.0, -0.2, 0.2], [0.0, -0.1, -0.2]],
  "mulliken_charge": [-0.631, 0.316, 0.318, -0.635, 0.321, 0.312, -0.627, 0.311, 0.321, -0.634, 0.320, 0.314, -0.638, 0.318, 0.317, -0.625, 0.318, 0.308, -0.636, 0.317, 0.318, -0.641, 0.321, 0.323, -0.640, 0.319, 0.320, -0.638, 0.320, 0.318, -0.642, 0.321, 0.319]
}



{
  "formula": "H22O11",
  "method": "the ωB97M-V functional and the def2-TZVPD basis",
  "energy_ha": -840.78756,
  "charge": 0,
  "smiles": "O.O.O.O.O.O.O.O.O.O.O",
  "spin_multiplicity": 1,
  "orbital_gap_ev": 10.8,
  "homo_ev": -11.2,
  "lumo_energy_ev": -0.380,
  "symbols": ["O", "H", "H", "O", "H", "H", "O", "H", "H", "O", "H", "H", "O", "H", "H", "O", "H", "H", "O", "H", "H", "O", "H", "H", "O", "H", "H", "O", "H", "H", "O", "H", "H"],
  "positions_angstrom": [[0.837, 5.504, 0.409], [0.469, 5.911, 1.193], [0.352, 4.684, 0.314], [1.468, 1.050, -4.727], [0.947, 1.020, -3.924], [0.957, 1.597, -5.324], [-2.638, 2.606, 1.486], [-2.992, 3.491, 1.576], [-3.212, 2.062, 2.026], [4.089, 3.025, -0.579], [3.239, 3.094, -0.145], [3.991, 3.536, -1.382], [-4.567, -1.603, 0.166], [-4.983, -1.809, 1.002], [-5.265, -1.703, -0.481], [-1.599, -6.022, -1.895], [-0.788, -5.533, -1.754], [-1.894, -6.254, -1.014], [-1.783, -2.607, 3.130], [-1.703, -1.995, 2.398], [-1.620, -2.074, 3.908], [4.420, -1.502, -1.773], [4.185, -0.584, -1.908], [4.087, -1.951, -2.550], [1.439, -4.125, 0.091], [1.201, -3.946, 1.001], [1.944, -3.358, -0.180], [0.723, 2.377, 3.814], [-0.112, 2.641, 3.426], [0.514, 2.194, 4.730], [-0.189, 0.142, -1.090], [-0.780, -0.514, -1.460], [-0.737, 0.642, -0.484]],
  "forces_ev_per_angstrom": [[0.1, 0.1, -0.2], [0.0, 0.1, 0.2], [-0.1, -0.2, -0.1], [0.2, -0.1, -0.1], [-0.1, -0.1, 0.3], [-0.1, 0.1, -0.2], [0.3, -0.1, 0.0], [-0.1, 0.3, 0.0], [-0.2, -0.2, 0.1], [0.2, -0.2, 0.0], [-0.2, 0.0, 0.2], [0.0, 0.1, -0.2], [0.2, 0.2, 0.0], [-0.1, -0.1, 0.2], [-0.1, 0.0, -0.2], [-0.2, -0.1, -0.2], [0.3, 0.2, 0.1], [-0.1, -0.1, 0.2], [-0.1, -0.2, 0.0], [0.0, 0.1, -0.3], [0.1, 0.1, 0.2], [0.0, -0.2, 0.2], [0.0, 0.3, 0.0], [-0.1, -0.1, -0.2], [-0.2, -0.2, -0.2], [-0.1, 0.0, 0.3], [0.2, 0.2, -0.1], [0.2, 0.0, -0.1], [-0.3, 0.1, -0.2], [0.0, 0.0, 0.3], [0.3, 0.1, -0.1], [-0.2, -0.2, -0.1], [-0.2, 0.2, 0.2]],
  "mulliken_charge": [-0.617, 0.307, 0.311, -0.632, 0.318, 0.312, -0.614, 0.312, 0.308, -0.629, 0.310, 0.318, -0.626, 0.318, 0.309, -0.650, 0.331, 0.313, -0.632, 0.317, 0.315, -0.638, 0.318, 0.320, -0.632, 0.315, 0.324, -0.624, 0.311, 0.315, -0.642, 0.329, 0.307]
}



{
  "formula": "H22O11",
  "method": "the ωB97M-V functional and the def2-TZVPD basis",
  "energy_ha": -840.71178,
  "charge": 0,
  "smiles": "O.O.O.O.O.O.O.O.O.O.O",
  "spin_multiplicity": 1,
  "orbital_gap_ev": 9.3,
  "homo_ev": -10.2,
  "lumo_energy_ev": -0.927,
  "symbols": ["O", "H", "H", "O", "H", "H", "O", "H", "H", "O", "H", "H", "O", "H", "H", "O", "H", "H", "O", "H", "H", "O", "H", "H", "O", "H", "H", "O", "H", "H", "O", "H", "H"],
  "positions_angstrom": [[-0.473, 0.533, 2.144], [-1.299, 0.496, 2.419], [-0.054, 1.324, 2.304], [-1.233, -2.139, 1.228], [-1.499, -2.052, 2.058], [-1.069, -3.066, 0.942], [0.304, 0.433, -0.031], [-0.091, 0.209, 0.913], [0.268, -0.196, -0.756], [1.183, 2.155, -2.695], [0.562, 1.492, -2.346], [1.896, 1.608, -2.800], [1.215, -1.732, 3.588], [0.449, -2.230, 3.866], [0.700, -1.059, 3.206], [2.420, 2.377, 0.258], [1.961, 2.657, 1.030], [1.865, 1.683, -0.383], [-2.533, -0.570, -0.702], [-3.241, -1.184, -0.994], [-2.297, -0.670, 0.200], [3.572, -0.971, -0.343], [3.994, -0.290, 0.087], [2.726, -1.038, 0.075], [-1.200, 2.847, 0.639], [-0.727, 1.936, 0.299], [-1.717, 2.463, 1.333], [0.043, -2.143, -2.472], [-0.716, -2.818, -2.218], [-0.506, -1.408, -2.641], [-1.107, 0.387, -2.880], [-1.512, 0.370, -1.995], [-1.883, 0.597, -3.332]],
  "forces_ev_per_angstrom": [[4.1, -3.1, -0.4], [-5.9, 0.2, 2.2], [1.2, 3.2, 0.8], [1.9, -0.8, -6.1], [-1.6, -0.3, 5.6], [-0.3, 1.1, 0.8], [0.0, 0.4, 0.0], [0.9, -0.6, -2.8], [-0.2, -0.6, 0.5], [-2.9, 1.1, 1.0], [-0.5, 0.7, -0.4], [3.5, -1.8, -0.8], [0.2, -1.0, 0.6], [0.1, -1.2, 0.7], [-0.2, 2.2, -1.3], [-0.2, -2.7, -3.5], [-1.1, 0.0, 0.5], [1.5, 3.0, 3.2], [-1.1, 0.3, -2.2], [0.8, 0.5, 0.9], [0.1, -0.9, 1.1], [-0.8, -2.4, -1.9], [1.5, 2.6, 1.5], [-0.8, -0.1, 0.3], [2.0, -3.1, -1.3], [-1.2, 3.2, 0.3], [-0.9, 0.2, 0.6], [-1.7, -3.8, 1.5], [2.6, 1.7, -0.7], [-0.8, 2.1, -0.8], [1.1, -0.5, 1.7], [0.4, -0.2, 0.4], [-1.7, 0.7, -2.1]],
  "mulliken_charge": [-0.503, 0.238, 0.323, -0.468, 0.225, 0.261, -0.329, 0.291, 0.089, -0.638, 0.295, 0.323, -0.583, 0.289, 0.297, -0.647, 0.247, 0.377, -0.568, 0.258, 0.283, -0.625, 0.310, 0.289, -0.629, 0.348, 0.277, -0.621, 0.305, 0.358, -0.658, 0.267, 0.319]
}